No. 1
{"formula": "C29H27CoN5O3", "method": "the ωB97M-V functional and the def2-TZVPD basis", "total_charge": 0, "homo_energy_ev": [-6.656, -6.648], "multiplicity": 4, "relative_energy_ev": 0.0000, "symbols": ["Co", "C", "C", "C", "C", "C", "N", "C", "C", "C", "C", "C", "C", "C", "N", "C", "C", "C", "N", "C", "C", "N", "C", "C", "C", "N", "H", "H", "H", "H", "H", "H", "H", "H", "H", "H", "H", "H", "H", "H", "H", "H", "H", "H", "C", "O", "C", "C", "C", "C", "C", "C", "O", "C", "O", "C", "H", "H", "H", "H", "H", "H", "H", "H", "H"], "positions_angstrom": [[0.4410, 0.0153, 0.0059], [-0.7499, 6.6669, 1.8125], [-0.8509, 5.2402, 1.3343], [-1.9709, 4.4585, 1.6139], [-2.0417, 3.1518, 1.1880], [-1.0182, 2.5344, 0.4425], [-1.1260, 1.2068, 0.0675], [-2.3522, 0.7181, -0.3594], [-3.1982, 1.5191, -1.1511], [-4.4111, 1.0795, -1.6303], [-4.8538, -0.2155, -1.3658], [-6.1648, -0.7228, -1.9115], [-4.0306, -1.0270, -0.6135], [-2.8056, -0.5938, -0.1044], [-2.0585, -1.5299, 0.6919], [-2.4493, -2.7628, 1.0935], [-1.4501, -3.2892, 1.8761], [-0.4662, -2.2959, 1.9028], [-0.8424, -1.2434, 1.1938], [0.1144, 3.3309, 0.1718], [0.1724, 4.6509, 0.6208], [1.2335, 2.8453, -0.5945], [2.3485, 3.5304, -0.9362], [3.1154, 2.7209, -1.7407], [2.3826, 1.5351, -1.8406], [1.2531, 1.6190, -1.1527], [-1.7381, 7.1222, 1.8800], [-0.1443, 7.2717, 1.1366], [-0.2943, 6.7217, 2.8042], [-2.7905, 4.8834, 2.1833], [-2.9086, 2.5494, 1.4296], [-2.8552, 2.5194, -1.3838], [-5.0228, 1.7410, -2.2342], [-6.8726, 0.0966, -2.0367], [-6.6153, -1.4614, -1.2478], [-6.0299, -1.1932, -2.8884], [-4.3639, -2.0371, -0.4177], [-3.3979, -3.1858, 0.8216], [-1.4439, -4.2501, 2.3609], [0.4967, -2.2971, 2.3894], [1.0434, 5.2537, 0.4012], [2.5350, 4.5337, -0.6024], [4.0644, 2.9619, -2.1882], [2.6139, 0.6226, -2.3694], [1.8102, -6.5425, -1.0956], [3.0480, -5.9511, -0.7329], [3.0557, -4.6207, -0.4831], [4.2513, -4.1236, 0.0798], [4.3138, -2.8071, 0.4294], [3.2313, -1.9175, 0.2364], [3.2585, -0.5875, 0.8009], [4.5673, 0.0730, 1.1515], [2.2305, 0.0723, 1.0312], [2.0693, -2.3988, -0.4614], [1.1167, -1.6386, -0.8644], [2.0007, -3.7840, -0.7585], [1.9591, -7.6170, -1.0447], [1.5194, -6.2660, -2.1117], [1.0175, -6.2490, -0.4046], [5.0765, -4.8033, 0.2414], [5.2162, -2.4494, 0.9056], [5.2538, -0.5946, 1.6668], [4.3692, 0.9449, 1.7690], [5.0452, 0.3956, 0.2236], [1.0936, -4.1304, -1.2317]], "lowdin_spin": [2.712, 0.000, 0.001, 0.000, 0.002, 0.004, 0.058, 0.008, 0.007, -0.001, 0.006, 0.001, -0.001, 0.007, 0.003, 0.006, 0.002, 0.007, 0.037, 0.002, 0.000, 0.000, 0.007, 0.001, 0.008, 0.028, 0.000, 0.000, 0.000, 0.000, 0.000, 0.000, 0.000, 0.000, 0.000, 0.000, 0.000, 0.001, 0.000, 0.000, 0.000, 0.001, 0.000, 0.000, 0.000, 0.000, 0.000, 0.001, 0.000, 0.002, 0.002, 0.002, 0.028, 0.005, 0.052, 0.002, 0.000, 0.000, 0.000, 0.000, 0.000, 0.000, 0.000, 0.000, 0.000]}

=====

No. 2
{"formula": "C5H8FNOS", "method": "the ωB97M-V functional and the def2-TZVPD basis", "total_charge": 0, "homo_energy_ev": -8.290, "relative_energy_ev": 1.0653, "smiles": "CO[C@H]1C(F)=CSN1C", "symbols": ["C", "O", "C", "C", "F", "C", "S", "N", "C", "H", "H", "H", "H", "H", "H", "H", "H"], "positions_angstrom": [[2.0487, -0.0070, 1.4063], [0.7199, -0.4633, 1.3289], [0.0610, -0.2263, 0.0951], [-0.5883, -1.6586, -0.3243], [0.2187, -2.5623, -0.9406], [-1.8441, -1.8416, 0.1022], [-2.5059, -0.3377, 0.8563], [-1.1212, 0.5824, 0.2964], [-1.3788, 1.3738, -0.8793], [2.3990, -0.2495, 2.4611], [2.2471, 1.1291, 1.3988], [2.6332, -0.4630, 0.5656], [0.4843, 0.2221, -0.8247], [-2.4333, -2.7384, 0.1073], [-2.2141, 2.0087, -0.6969], [-0.6093, 2.1064, -1.0694], [-1.3802, 0.6915, -1.8246]], "nbo_charge": [-0.260, -0.518, 0.186, 0.345, -0.324, -0.460, 0.430, -0.560, -0.428, 0.204, 0.168, 0.176, 0.205, 0.244, 0.221, 0.200, 0.171]}

=====

No. 3
{"formula": "C9H29NO6", "method": "the ωB97M-V functional and the def2-TZVPD basis", "total_charge": 1, "homo_energy_ev": [-13.207, -13.207], "multiplicity": 2, "symbols": ["O", "H", "H", "O", "H", "H", "O", "H", "H", "O", "H", "H", "O", "H", "H", "C", "C", "C", "C", "C", "C", "N", "O", "C", "C", "C", "H", "H", "H", "H", "H", "H", "H", "H", "H", "H", "H", "H", "H", "H", "H", "H", "H", "H", "H"], "positions_angstrom": [[15.6241, 1.0596, 12.7868], [15.9191, 0.8281, 13.6675], [15.3442, 0.2293, 12.4015], [14.5945, -4.3252, 13.9210], [13.8745, -4.9271, 14.1095], [14.1935, -3.4564, 13.9446], [12.3324, -2.5989, 13.0734], [11.8417, -1.7879, 12.9400], [11.6756, -3.2914, 13.0014], [14.6792, -1.5835, 11.8835], [13.9236, -2.0848, 12.1903], [15.0283, -2.0973, 11.1552], [11.6848, -0.2453, 12.1210], [11.2055, 0.3269, 12.7202], [12.1779, 0.3536, 11.5602], [17.7340, -2.3648, 10.3032], [16.7796, -3.5231, 9.6828], [16.6384, -4.6667, 10.7582], [15.5113, -5.7048, 10.5734], [14.1525, -4.8332, 10.3459], [14.1746, -3.6785, 9.1899], [15.5088, -2.9519, 9.4137], [15.6392, -1.8488, 8.5843], [14.0260, -4.3261, 7.7437], [13.0120, -2.6838, 9.2730], [17.3954, -4.0852, 8.3324], [18.6156, -2.8152, 10.7594], [17.2565, -1.6168, 10.9360], [18.1616, -1.7278, 9.5289], [17.5244, -5.2991, 10.7023], [16.5178, -4.0965, 11.6793], [15.4367, -6.3258, 11.4661], [15.7759, -6.3912, 9.7691], [13.7860, -4.4529, 11.2994], [13.4421, -5.5649, 9.9610], [13.0461, -4.7244, 7.4804], [14.4589, -3.6647, 6.9932], [14.7010, -5.1804, 7.6924], [13.0806, -1.9413, 8.4780], [11.9911, -3.0640, 9.3108], [13.1931, -1.9128, 10.0219], [17.2855, -3.3582, 7.5277], [16.9660, -5.0088, 7.9442], [18.4561, -4.3358, 8.3412], [15.8837, -2.3275, 7.7889]], "lowdin_spin": [0.001, 0.000, 0.000, 0.000, 0.000, 0.000, 0.000, 0.000, 0.000, 0.029, 0.000, 0.006, 0.000, 0.000, 0.000, 0.028, 0.067, 0.004, 0.000, 0.000, 0.044, 0.600, 0.064, 0.048, 0.009, 0.068, 0.002, 0.000, 0.000, -0.001, 0.001, 0.000, 0.000, 0.000, 0.000, 0.004, 0.001, 0.001, 0.000, 0.000, 0.000, 0.002, 0.001, 0.005, 0.016]}